Computed, not measured: a molecular structure, C45H66BrF6GeN5P4Sr in a non-equilibrium geometry, with the ωB97M-V functional and the def2-TZVPD basis.

## Properties
LUMO energy	-0.2687	Eh
total charge	+2
DFT total energy	-8674.24529	hartree
energy above the lowest of the compared OMol25 structures with the same formula, charge and spin	0.0	kcal per mole
Kohn-Sham gap	0.1902	hartree

Last column: Löwdin charge in e.
Positions of all 129 atoms, in Å:
Sr 0.02193 -2.41573 -0.61218  1.1209
C -4.23888 2.98709 -0.32500  -0.0773
C -3.31858 1.90948 0.23847  -0.5294
C -4.02615 1.15988 1.36109  -0.1183
P -2.49390 0.77635 -0.98087  1.0724
C -1.61596 1.98787 -2.03454  -0.4106
N -0.58021 2.55573 -1.21994  -0.1779
Ge 0.40315 1.51007 -0.04261  1.1106
N -0.09674 1.64707 1.74437  -0.1646
C -0.87133 0.62948 2.42904  -0.4027
P -0.21254 -1.06967 2.25544  1.0050
C -1.54553 -2.07971 3.05095  -0.5272
C -2.40421 -1.34719 4.07692  -0.0901
C -2.41898 -2.72163 1.98692  -0.1354
C 1.21357 -1.16062 3.40879  -0.5464
C 0.87852 -1.05495 4.89423  -0.0903
C 2.25848 -0.12690 3.02565  -0.1171
C -0.43125 2.95997 2.11691  -0.2343
C -1.38460 3.31416 3.06887  -0.0133
C -1.58957 4.65110 3.37054  -0.0481
C -0.88950 5.65812 2.72402  -0.0446
C 0.04371 5.31945 1.75349  0.0127
C 0.26005 3.98750 1.48116  -0.1763
N 1.16403 3.51463 0.47263  -0.0660
C 1.05863 4.21603 -0.78908  -0.1731
C 1.83307 5.30569 -1.10734  0.0049
C 1.64445 5.92659 -2.33476  -0.0460
C 0.69153 5.43592 -3.21416  -0.0516
C -0.07074 4.31940 -2.90188  0.0015
C 0.10971 3.69086 -1.67117  -0.2097
C 2.50362 3.28005 0.86403  -0.1857
C 3.15166 3.91484 1.89724  0.0106
C 4.50194 3.65071 2.09590  -0.0440
C 5.19064 2.77801 1.25535  -0.0473
C 4.53592 2.10085 0.25282  -0.0056
C 3.15028 2.29629 0.06832  -0.2560
N 2.33369 1.66022 -0.79691  -0.1206
C 2.84823 0.74463 -1.78688  -0.3599
P 2.85523 -1.05154 -1.30353  1.0140
C 3.46913 -1.84351 -2.86765  -0.5602
C 4.64904 -1.21724 -3.60321  -0.0905
C 3.69472 -3.33696 -2.63337  -0.0989
C 4.12709 -1.18432 0.03736  -0.5452
C 5.59992 -1.14356 -0.36329  -0.0948
C 3.84764 -2.42315 0.88698  -0.1132
C -3.73320 0.05291 -2.17690  -0.5352
C -4.90270 -0.58046 -1.43328  -0.1106
C -4.24678 0.96919 -3.28962  -0.0894
H -4.58716 3.62177 0.48758  0.0925
H -5.12034 2.55558 -0.79120  0.0717
H -3.74665 3.63509 -1.04485  0.0743
H -2.43703 2.41463 0.67448  0.0761
H -5.02147 0.85009 1.06262  0.0798
H -4.13775 1.81408 2.22265  0.0923
H -3.48957 0.26698 1.68318  0.0244
H -2.29933 2.78940 -2.34285  0.0932
H -1.26134 1.49802 -2.95014  0.0993
H -1.91615 0.60875 2.09369  0.0357
H -0.89365 0.87513 3.50096  0.0957
H -0.99372 -2.88444 3.56002  0.1220
H -3.03026 -0.58768 3.60995  0.0658
H -1.81594 -0.87068 4.85497  0.0670
H -3.07232 -2.05638 4.55833  0.0954
H -2.84651 -1.97403 1.31601  0.0564
H -3.24923 -3.25597 2.44710  0.1009
H -1.86628 -3.44944 1.40627  0.0313
H 1.62334 -2.16156 3.21528  0.1047
H 0.43932 -0.09002 5.13601  0.0780
H 1.78729 -1.14588 5.47968  0.0912
H 0.20167 -1.83474 5.22700  0.0721
H 1.93919 0.87222 3.31769  0.0804
H 2.44231 -0.10960 1.95475  0.0302
H 3.19611 -0.34518 3.52771  0.0979
H -1.97011 2.56771 3.57505  0.1047
H -2.32288 4.90752 4.12035  0.1169
H -1.07418 6.69080 2.95985  0.1142
H 0.57759 6.08090 1.20596  0.1252
H 2.57695 5.66712 -0.41174  0.1304
H 2.23367 6.78712 -2.59790  0.1139
H 0.54082 5.92263 -4.16412  0.1152
H -0.78642 3.94433 -3.61110  0.1079
H 2.62628 4.62295 2.52026  0.1243
H 5.02968 4.15410 2.89167  0.1144
H 6.24686 2.62824 1.40020  0.1164
H 5.07222 1.41735 -0.37909  0.0831
H 3.84020 1.06385 -2.11127  0.0973
H 2.18453 0.80822 -2.65777  0.0939
H 2.59233 -1.74530 -3.52576  0.0538
H 5.56612 -1.26141 -3.02892  0.0653
H 4.46823 -0.18610 -3.89156  0.0717
H 4.82112 -1.77378 -4.52072  0.0907
H 4.60341 -3.51019 -2.06979  0.0761
H 3.80517 -3.84555 -3.58705  0.0932
H 2.87794 -3.81375 -2.09935  0.0476
H 3.91470 -0.30379 0.66186  0.0634
H 5.90403 -2.07347 -0.83274  0.0774
H 6.21479 -1.01770 0.52573  0.0947
H 5.84314 -0.33559 -1.05106  0.0602
H 4.03867 -3.33598 0.33462  0.0694
H 2.81311 -2.45983 1.23770  0.0394
H 4.49178 -2.42767 1.76281  0.0967
H -3.16421 -0.75427 -2.65133  0.0700
H -5.60614 0.17719 -1.09856  0.0761
H -4.58718 -1.14859 -0.56286  0.0573
H -5.44220 -1.25189 -2.09711  0.0887
H -4.78079 1.82852 -2.90186  0.0715
H -4.94183 0.41434 -3.91949  0.0928
H -3.45218 1.32699 -3.93570  0.0703
C -4.87064 -5.65746 -1.55365  -0.0170
C -3.76154 -4.83615 -2.11545  -0.2195
C -3.29680 -5.00637 -3.41350  0.0276
C -2.24887 -4.23985 -3.88370  -0.0524
C -1.70391 -3.32754 -3.00152  -0.7145
Br -0.28898 -2.15892 -3.59385  0.8009
N -2.10217 -3.13866 -1.76025  -0.0996
C -3.11998 -3.88450 -1.33694  -0.0943
H -5.55268 -5.98033 -2.33361  0.0916
H -5.43416 -5.09771 -0.81286  0.0884
H -4.47290 -6.54550 -1.06949  0.1010
H -3.75280 -5.73798 -4.06051  0.1360
H -1.86881 -4.34833 -4.88669  0.1201
H -3.42324 -3.72493 -0.31739  0.1084
F 0.60468 -4.51629 -1.28176  -0.3683
P 0.63556 -5.43468 0.18462  0.2386
F 0.50558 -3.87539 0.95889  -0.4328
F 2.21244 -5.20010 0.19105  -0.1063
F -0.97434 -5.37513 0.10737  -0.1341
F 0.62629 -6.10773 1.60331  -0.0675
F 0.71937 -6.76072 -0.64947  -0.0634